No. 1
{"formula": "C3HLiO4Y", "method": "ωB97M-V with the def2-TZVPD basis set", "total_energy_ha": -460.44692, "multiplicity": 1, "de_lowest_kcal_mol": 75.33, "charge": 3, "symbols": ["Y", "O", "O", "O", "O", "C", "C", "C", "Li", "H"], "xyz": [[3.950, 1.477, -1.415], [0.298, 0.935, 0.093], [1.957, 0.349, -1.315], [0.235, -0.992, -0.921], [-1.500, 0.346, 1.804], [0.823, 0.237, -0.823], [-0.827, -0.130, 0.883], [-0.670, -1.214, 0.129], [-3.108, 0.510, 2.559], [-1.159, -1.517, -0.992]], "lowdin_charge": [1.9228, 0.1999, -0.1037, 0.1152, 0.1054, -0.5249, -0.1185, 0.1625, 0.9197, 0.3215]}

=====

No. 2
{"formula": "H22O11", "method": "ωB97M-V with the def2-TZVPD basis set", "total_energy_ha": -840.75019, "multiplicity": 1, "de_lowest_kcal_mol": 81.54, "smiles": "O.O.O.O.O.O.O.O.O.O.O", "symbols": ["O", "O", "O", "O", "O", "O", "O", "O", "O", "O", "O", "H", "H", "H", "H", "H", "H", "H", "H", "H", "H", "H", "H", "H", "H", "H", "H", "H", "H", "H", "H", "H", "H"], "xyz": [[-2.647, 0.198, 0.245], [2.029, -2.979, 2.608], [-1.785, -0.752, 3.978], [-3.644, 1.440, -1.850], [3.044, 0.922, -2.845], [1.883, 3.090, 2.904], [-0.221, -1.272, -3.943], [-3.111, -3.518, -2.466], [-0.018, -0.628, 0.240], [3.465, -0.689, 0.613], [0.811, 3.275, 0.540], [-1.017, -1.006, -3.469], [-3.314, 2.077, -1.207], [2.806, 3.177, 2.638], [-0.152, 3.257, 0.570], [0.405, -0.559, -3.769], [-0.979, -0.549, 0.251], [3.246, -0.177, -0.174], [3.724, -0.024, 1.261], [-3.002, 0.722, -1.820], [2.981, -2.841, 2.674], [-3.701, -3.475, -1.704], [1.063, 2.345, 0.534], [0.288, 0.260, 0.028], [2.247, 0.395, -2.974], [-2.399, -2.906, -2.246], [3.681, 0.297, -2.480], [-1.833, -1.406, 3.272], [1.920, 3.038, 3.866], [-3.487, 0.149, -0.224], [-2.040, 0.578, -0.400], [-2.022, 0.077, 3.547], [1.780, -2.515, 1.801]], "lowdin_charge": [-0.0500, -0.0652, -0.0584, -0.0369, -0.0421, -0.0646, -0.0366, -0.0506, -0.0393, -0.0428, -0.0546, 0.0211, 0.0533, 0.0371, 0.0349, 0.0163, -0.0198, 0.0121, 0.0441, 0.0145, 0.0265, 0.0344, 0.0109, 0.0144, 0.0144, 0.0156, 0.0362, 0.0299, 0.0416, 0.0526, 0.0170, 0.0251, 0.0090]}

=====

> multiplicity of number 2 (H22O11)?

1

=====

> Which value of multiplicity does entry 1 give?

1